19
Properties=species:S:1:pos:R:3:forces:R:3:mulliken_charge:R:1 method="wB97M-V/def2-TZVPD" total_charge=0 smiles=CCNC.NN max_force_ha_per_bohr=0.0538 gap_ev=9.095 de_lowest_kcal_mol=54.48
C -0.7165 1.1313 2.1601 0.688 0.252 0.282 -0.8750
H 0.4007 0.6948 0.5552 -0.580 -0.171 -0.226 0.1567
N -0.5956 0.7441 0.7573 -1.084 0.534 -0.702 -0.3882
C -1.4986 -0.7968 -1.0592 -0.069 0.093 -0.494 -1.0853
N 2.5870 0.4623 -1.6536 0.564 1.224 -0.167 -0.5263
H -1.7479 0.9917 2.5048 0.554 -1.048 0.379 0.3483
H 1.4290 -0.4659 -0.1578 2.050 -0.322 -1.831 0.0261
H -2.0420 0.0070 -1.5693 0.114 -0.034 0.178 0.2980
H -2.3826 -0.4037 0.8186 0.327 0.172 0.146 0.4154
H -0.8924 -1.3446 0.9530 -0.172 -0.303 -0.075 0.2778
H -0.5746 2.1599 2.5106 0.031 0.722 -1.440 0.2726
C -1.3653 -0.5108 0.4222 0.891 0.843 0.544 -0.2914
H 0.1835 0.7233 2.6401 -0.992 -0.974 1.117 0.2755
N 2.1052 -0.7020 -0.9632 -1.771 -0.963 0.876 -0.2792
H -0.5547 -0.9420 -1.5894 0.101 0.060 0.241 0.2938
H 2.8832 -1.2693 -0.6133 -0.335 0.801 0.055 0.2608
H 3.0588 0.1990 -2.5287 -0.428 -0.398 0.627 0.2315
H 1.8012 1.0349 -1.9767 0.057 -0.547 0.360 0.2461
H -2.0785 -1.7133 -1.2106 0.051 0.063 0.130 0.3429

59
Properties=species:S:1:pos:R:3:forces:R:3:mulliken_charge:R:1 method="wB97M-V/def2-TZVPD" total_charge=0 smiles="CC(=O)OC(=O)C[C@](N)([C@H](C[C@H](C)Cl)OCBr)P(O)Cl.c1ccncc1.c1ccncc1" max_force_ha_per_bohr=0.0275 gap_ev=9.566
H -2.6819 -2.2850 3.1795 -0.015 -0.009 0.016 0.3327
H -4.5538 -3.2756 4.4833 0.011 0.016 0.006 0.3727
C -4.5020 -3.4110 3.4121 -0.010 -0.005 -0.022 -0.8734
C 1.4123 -1.4930 -0.9682 0.283 -0.225 -0.114 -1.7232
H 6.2240 -0.7702 0.0151 -0.050 -0.205 -0.140 0.3157
H 0.6720 4.9638 -5.0841 -0.024 -0.025 0.015 0.3510
Br -1.1556 1.9073 3.0155 -0.201 0.079 0.060 -0.1989
H 2.3586 3.0032 -1.6720 0.004 -0.042 0.025 0.5646
C 2.4040 -0.3770 -0.7956 -0.451 1.093 -0.327 0.5016
C -3.2641 1.0461 0.2272 0.453 0.070 0.133 -1.1603
Cl -2.2293 2.1475 -2.0286 0.099 0.297 0.063 -0.2428
H -0.6051 -2.7508 -1.3175 -0.057 -0.062 -0.090 0.3407
H 0.4798 3.2476 -3.2933 -0.007 0.006 0.009 0.3292
H 1.9200 -2.4273 -1.2054 0.142 -0.119 0.158 0.5806
H 1.2365 1.2551 2.8208 0.052 0.189 0.013 0.3077
H 4.3432 4.5046 -1.9147 0.003 0.016 0.004 0.3578
H -4.1381 -3.7782 -0.3457 -0.036 -0.018 -0.008 0.3789
C 1.4683 4.8297 -4.3598 -0.012 0.020 -0.035 -0.2911
H -3.1899 0.0741 0.7105 -0.059 -0.117 0.131 0.1457
C -1.0693 0.1640 -0.6822 0.123 0.339 -0.174 -1.7881
C -5.3494 -4.2778 1.3595 0.000 -0.004 0.014 -0.7151
H 0.1140 -2.4743 3.4102 -0.155 -0.121 0.167 0.2873
H 6.3665 0.9512 0.3784 0.074 0.115 0.070 0.3664
H 0.2164 -0.1638 3.0478 -0.289 -0.074 0.091 0.3032
C -4.2671 -3.6871 0.7274 0.031 0.019 -0.047 -0.1524
C -0.3830 -0.4329 0.5392 -0.191 -0.372 0.183 -0.3695
O 3.9377 1.0936 1.0570 0.239 -0.874 -0.791 -0.4666
H -1.7384 -0.5593 -1.1402 0.009 -0.277 -0.028 0.3474
H -3.5383 1.7701 0.9853 -0.154 0.146 0.034 0.2511
O 3.5964 -0.7367 -0.2452 -0.121 -0.178 -0.036 -0.2850
Cl 2.4507 -1.5472 2.6067 0.097 0.118 0.230 -0.2590
C 0.4024 -1.7227 0.1553 -0.067 0.643 0.274 2.0245
C 2.4054 3.7379 -2.4618 -0.002 0.045 0.056 -0.0620
H 0.8517 -1.2092 -1.8535 -0.110 -0.029 -0.170 0.5780
C -5.4671 -4.1354 2.7322 -0.020 -0.015 0.017 -0.1193
C 4.3808 0.2843 0.2868 -0.167 0.998 0.991 0.7333
C 3.5055 4.5703 -2.5962 -0.021 0.001 -0.038 -0.5482
O 2.1918 0.7392 -1.1968 0.286 -0.709 0.214 -0.4495
H -0.3184 0.4227 -1.4231 0.131 0.117 0.016 0.4962
C 3.5125 5.4970 -3.6281 0.030 0.030 -0.019 -0.1837
H 5.8360 0.4457 -1.2278 0.033 -0.144 -0.166 0.3103
P 1.1459 -2.7688 1.5379 -0.236 -0.413 -0.735 -0.2151
H -6.2974 -4.5820 3.2635 -0.004 -0.002 0.002 0.3860
H -1.4640 -2.5844 0.0910 -0.108 -0.262 0.160 0.1377
O -0.1776 -2.7340 2.5284 0.279 0.226 0.142 -0.3396
C 5.7974 0.2104 -0.1674 0.020 0.148 0.135 -1.2043
O 0.4576 0.5462 1.1385 0.022 0.128 -0.241 -0.1642
N -3.3328 -2.9869 1.3677 0.021 0.078 -0.108 -0.0829
H -1.3721 2.1206 0.1858 0.120 0.228 -0.082 0.3381
N 2.5189 5.6351 -4.5022 -0.006 -0.005 -0.002 -0.5795
C -3.4588 -2.8580 2.6863 0.070 0.059 0.018 -0.0366
C 0.3394 0.7526 2.4879 0.489 -0.221 -0.091 -0.4475
H -1.1418 -0.7524 1.2591 -0.058 0.034 0.142 0.8471
C 1.3613 3.8713 -3.3629 0.004 0.002 -0.026 -0.2656
N -0.5425 -2.7323 -0.3105 0.062 -0.091 0.115 -0.6707
C -1.9152 1.4016 -0.4098 -0.436 -0.577 -0.112 0.4081
H 4.3551 6.1669 -3.7642 0.020 -0.016 0.027 0.3443
H -6.0791 -4.8344 0.7884 0.006 -0.002 -0.017 0.3727
H -4.0392 0.9947 -0.5261 -0.149 -0.048 -0.109 0.4832

73
Properties=species:S:1:pos:R:3:forces:R:3:mulliken_charge:R:1 method="wB97M-V/def2-TZVPD" total_charge=-1 spin_multiplicity=2 max_force_ha_per_bohr=0.0084 gap_ev="7.542 / 6.557"
H 2.6256 -0.1469 5.4402 0.007 0.000 0.007 0.3608
O -1.9124 0.5907 -2.3041 -0.051 0.160 -0.084 -0.4419
C -0.1988 -3.5656 -0.2303 -0.008 0.010 -0.135 -0.4737
H -0.6667 0.4757 -3.9604 0.004 0.008 0.009 0.5563
C -0.3568 2.6024 3.3285 0.043 -0.035 -0.059 0.0183
C 1.2585 -1.2746 4.2274 -0.003 0.003 -0.037 -0.8166
C -3.8262 1.3925 -3.3199 -0.073 0.032 -0.053 -1.0712
C -2.7444 -3.3317 0.8139 -0.004 -0.157 -0.056 -0.8882
H 0.0559 2.0030 4.1449 -0.016 0.022 0.018 0.2805
H -1.9440 3.4576 4.5138 -0.010 -0.007 0.001 0.3044
C -2.7766 1.0316 -4.4000 -0.027 0.013 -0.066 -1.0835
H -3.4048 1.4133 -1.1272 0.003 0.015 -0.008 0.6845
H -1.7023 -0.1664 1.6475 -0.015 0.041 0.004 0.4590
O -1.3729 2.5374 0.0346 -0.029 -0.067 -0.062 -0.5723
C 3.9772 -2.1551 -2.5904 -0.019 0.022 -0.017 -0.7444
H 3.3062 1.9899 1.4078 0.003 0.004 -0.001 0.5045
C 2.1274 0.3459 2.1109 0.035 0.038 -0.017 0.6474
Cu -0.3150 0.9780 -0.6764 0.147 -0.344 0.111 0.3603
C 1.9309 -1.4773 -0.8124 0.032 0.030 0.044 0.3587
C -1.0973 2.5535 -3.2920 -0.095 0.074 -0.069 0.1517
H 3.3882 -2.2098 1.7368 0.015 0.029 -0.016 0.2037
C 2.9700 -2.3219 -0.3863 -0.006 -0.110 0.050 1.3291
C -2.3456 -4.5342 0.2731 -0.027 0.115 0.040 -0.6103
C -1.1317 3.7928 3.8665 -0.009 0.045 0.027 -1.3805
H 2.0784 -3.2928 1.3341 -0.024 -0.017 -0.024 0.2134
C -2.1676 2.9144 -2.1981 -0.062 0.091 -0.115 -0.0371
C 1.9414 -0.9934 -2.1211 0.021 0.056 0.043 -0.7095
C 2.6390 0.4993 3.3960 -0.005 0.003 0.033 -0.7727
C -2.3235 -1.0377 1.4971 0.091 -0.180 -0.120 -2.2759
H -3.0306 -5.3723 0.2528 0.003 -0.017 -0.003 0.3861
H -3.7402 -3.2222 1.2256 -0.018 -0.005 0.011 0.3921
C -1.0607 -4.6594 -0.2482 0.021 0.009 -0.014 -0.9014
P 0.5170 -0.8686 0.1962 -0.126 -0.007 -0.128 3.0777
H 3.0603 0.7339 0.1919 0.006 -0.018 0.001 0.1505
H 1.7557 1.8262 0.5756 -0.018 -0.013 0.022 0.1589
H 1.1757 -0.2908 -2.4234 -0.015 0.028 -0.001 -0.2198
H 0.0177 -2.2320 2.7771 -0.001 0.002 -0.007 0.3579
C -1.8793 -2.2110 0.8629 -0.225 0.264 0.256 2.0357
H -4.3968 2.2911 -3.5563 0.005 -0.011 -0.003 0.3839
C -1.4818 1.0937 -3.5880 0.091 -0.128 0.078 -0.0108
C -1.6963 3.4395 -0.8305 0.135 -0.107 0.056 -0.3961
C 2.2174 -0.2989 4.4487 -0.013 0.004 -0.010 -0.7987
H -4.5270 0.5728 -3.1609 0.002 -0.003 0.011 0.3229
H -1.2583 3.1702 -4.1760 -0.002 -0.017 0.040 0.5642
H -0.7315 -5.5952 -0.6807 0.005 -0.007 -0.002 0.4197
H -1.5621 4.3626 3.0418 0.008 -0.002 -0.029 0.3013
C 3.9794 -2.6402 -1.2915 -0.032 -0.005 0.005 -0.8612
O -1.7160 4.6432 -0.6259 -0.028 0.131 0.013 -0.7632
C 3.0458 -2.9295 0.9912 0.019 0.011 0.033 -1.3839
H 3.7437 -3.7675 0.9836 0.000 -0.006 0.013 0.5308
C 2.5878 1.2694 1.0173 0.017 0.034 -0.019 -1.7117
H -0.4815 4.4606 4.4376 0.017 -0.008 0.024 0.4044
H 3.3719 1.2783 3.5713 0.007 0.005 0.010 0.3612
O 0.8567 1.9591 -2.0160 -0.050 -0.071 0.071 -0.6775
H -2.7592 1.7269 -5.2389 -0.013 0.003 0.002 0.3831
H 0.9050 -1.8952 5.0408 0.000 -0.006 0.012 0.3972
H -3.3285 -1.0100 1.8949 -0.034 0.034 0.014 0.1249
O -1.1751 1.7466 2.5611 0.004 0.085 0.046 -0.3644
C 0.7536 -1.4565 2.9487 -0.002 -0.046 0.059 -0.7899
H 0.4916 2.9583 2.7289 -0.001 -0.005 0.001 0.1392
C 1.1884 -0.6729 1.8871 -0.022 0.073 -0.077 0.9885
H 4.7825 -2.4173 -3.2654 0.007 -0.005 -0.010 0.3691
O 1.0885 3.3363 -3.7555 0.086 0.083 -0.106 -0.8352
C 2.9481 -1.3308 -3.0117 0.051 -0.020 0.010 -0.8189
C 0.4123 2.6573 -2.9868 -0.074 0.060 0.073 0.0104
H 2.9388 -0.9220 -4.0132 -0.007 0.003 -0.015 0.4499
H 4.7811 -3.2922 -0.9637 0.015 -0.005 -0.004 0.4152
C -0.5757 -2.3438 0.3043 0.229 0.030 -0.024 0.4046
H -1.3189 2.1848 1.6906 -0.024 -0.046 -0.022 0.3423
H -2.9408 0.0264 -4.7885 0.008 -0.009 -0.004 0.3469
H -2.8157 3.6980 -2.5939 0.033 -0.024 0.014 0.5683
C -2.9364 1.5908 -2.0919 0.018 -0.146 0.150 -0.1666
H 0.7811 -3.6686 -0.6779 0.004 -0.016 0.007 0.3573